# 1
67
Properties=species:S:1:pos:R:3 method="wB97M-V/def2-TZVPD" relative_energy_kj_mol=174.8 spin_multiplicity=1
O 4.710 -1.590 -1.217
C 3.908 -0.719 -1.438
N 4.231 0.656 -1.731
C 2.991 1.384 -1.887
O 2.957 2.561 -2.141
C 1.789 0.434 -1.709
C 2.375 -0.892 -1.453
C 1.545 -2.055 -1.269
C 0.046 -1.825 -1.314
C -0.523 -0.487 -1.547
P -2.365 -0.398 -1.572
O -2.904 -1.241 -0.460
O -2.900 -1.035 -3.014
O -2.994 1.115 -1.352
C 0.368 0.662 -1.755
S -0.238 2.351 -2.037
H 4.853 1.111 -1.062
H 2.006 -3.044 -1.087
H -0.649 -2.682 -1.164
H -3.875 -1.033 -2.921
H -3.121 1.538 -2.230
H -0.248 2.891 -0.763
O -4.256 1.465 1.727
H -4.190 1.300 0.777
H -3.364 1.727 1.980
O -4.777 0.046 4.189
H -3.947 0.337 4.581
H -4.704 0.312 3.258
O -4.950 -2.990 4.973
H -4.992 -2.024 4.951
H -5.805 -3.269 4.629
O 0.631 -3.617 1.185
H 0.189 -3.114 1.878
H 1.236 -4.196 1.669
O 0.647 5.007 -0.225
H 1.122 5.795 0.071
H 1.346 4.411 -0.523
O 1.424 6.537 2.303
H 1.686 6.590 3.231
H 0.874 5.745 2.262
O 1.235 -3.422 -3.853
H 1.882 -4.084 -3.586
H 0.620 -3.910 -4.411
O 4.810 -2.053 1.815
H 5.650 -1.770 2.192
H 4.872 -1.796 0.885
O 0.100 -5.817 -2.970
H -0.411 -6.551 -3.337
H -0.350 -5.609 -2.144
O 0.573 4.407 4.291
H -0.081 4.388 4.999
H 0.819 3.482 4.174
O -4.142 3.548 -2.734
H -4.095 4.314 -3.316
H -5.086 3.434 -2.572
O 2.654 4.206 -4.497
H 2.477 3.504 -5.132
H 2.462 3.801 -3.640
O -2.528 -7.256 -3.633
H -2.955 -6.785 -2.908
H -3.236 -7.389 -4.273
O 3.058 6.859 5.194
H 3.347 5.953 5.354
H 3.841 7.391 5.377
O 1.676 -5.347 3.346
H 1.933 -5.285 4.272
H 1.126 -6.138 3.307

***

# 2
58
Properties=species:S:1:pos:R:3 method="wB97M-V/def2-TZVPD" smiles=OCCO.OCCO.OCCO.OCCO.O.O.O.O.O.O relative_energy_kj_mol=309.4 spin_multiplicity=1
O -13.058 1.443 -18.493
C -12.712 1.016 -19.867
C -11.539 1.805 -20.506
O -11.204 1.318 -21.792
H -13.358 2.304 -18.604
H -12.206 0.029 -19.791
H -13.578 1.042 -20.395
H -10.675 1.711 -19.838
H -11.804 2.875 -20.447
H -12.060 1.114 -22.223
O -9.674 3.885 -15.867
C -8.574 3.074 -16.213
C -8.906 1.850 -17.043
O -7.761 1.046 -17.164
H -9.502 4.251 -15.024
H -7.883 3.758 -16.716
H -8.161 2.743 -15.145
H -9.377 2.015 -18.002
H -9.677 1.359 -16.468
H -7.098 1.447 -17.669
O -10.053 -0.905 -23.645
C -10.145 -2.141 -24.274
C -10.583 -1.929 -25.667
O -10.633 -3.127 -26.399
H -9.658 -1.052 -22.794
H -9.122 -2.602 -24.338
H -10.701 -2.903 -23.666
H -9.946 -1.130 -25.991
H -11.585 -1.509 -25.539
H -9.761 -3.136 -26.832
O -11.251 3.970 -24.333
C -10.328 4.810 -23.672
C -9.700 4.239 -22.515
O -8.951 5.226 -21.910
H -11.937 4.514 -24.740
H -9.534 5.167 -24.358
H -10.871 5.737 -23.379
H -9.158 3.300 -22.869
H -10.466 3.805 -21.820
H -9.484 6.047 -21.943
O -6.378 2.669 -18.934
H -5.627 2.402 -19.441
H -7.257 2.464 -19.287
O -5.620 0.785 -21.088
H -6.664 0.713 -21.063
H -5.462 0.041 -20.533
O -8.248 -0.591 -21.616
H -8.101 -1.274 -20.929
H -7.633 -0.569 -22.386
O -6.801 3.692 -21.897
H -7.461 4.359 -21.841
H -6.733 3.552 -22.838
O -9.196 4.133 -19.181
H -10.107 3.858 -19.042
H -8.990 3.945 -20.101
O -8.312 1.937 -20.691
H -8.664 1.345 -21.300
H -7.734 2.492 -21.210

***

# 3
66
Properties=species:S:1:pos:R:3 method="wB97M-V/def2-TZVPD" charge=+1 relative_energy_kj_mol=0.0 spin_multiplicity=1
O -1.356 -1.611 -2.600
C -1.016 -0.587 -3.125
C 0.391 -0.063 -2.974
C 0.662 0.225 -1.537
C -0.178 0.194 -0.494
N 0.524 0.513 0.633
C -0.172 0.545 1.931
C 0.563 1.174 3.089
C 1.111 2.569 2.854
Cl 0.016 3.565 1.885
C 1.768 0.753 0.307
N 1.867 0.588 -1.009
H -1.725 0.002 -3.702
H 1.050 -0.840 -3.338
H 0.496 0.811 -3.595
H -1.207 -0.050 -0.442
H -0.455 -0.453 2.208
H -1.063 1.119 1.765
H -0.179 1.238 3.867
H 1.347 0.548 3.485
H 2.057 2.559 2.347
H 1.295 3.053 3.794
H 2.537 1.011 0.992
H 2.703 0.718 -1.558
O -3.199 -2.570 0.066
H -2.539 -2.470 -0.628
H -4.043 -2.458 -0.385
O 2.945 4.030 -0.944
H 2.244 4.322 -1.544
H 2.807 3.086 -0.844
O -2.396 -5.317 0.840
H -3.092 -5.850 0.437
H -2.627 -4.405 0.609
O -0.882 -2.377 3.714
H -0.760 -2.943 4.482
H -1.054 -2.995 2.993
O -4.719 -6.760 1.596
H -5.538 -6.506 2.030
H -4.027 -6.549 2.232
O 2.663 -2.559 -1.174
H 2.303 -3.010 -0.391
H 2.431 -1.645 -1.010
O 0.588 -3.563 0.597
H -0.044 -3.392 -0.106
H 0.391 -4.479 0.838
O -1.771 -4.414 -2.385
H -1.393 -4.897 -3.126
H -1.675 -3.482 -2.610
O 4.105 -4.390 0.888
H 3.272 -4.772 0.598
H 4.381 -3.822 0.161
O -1.875 4.029 -1.034
H -2.519 4.734 -1.173
H -1.581 4.127 -0.124
O 0.981 5.199 -1.715
H 1.384 5.448 -0.876
H 0.077 4.941 -1.490
O 5.312 4.465 -2.811
H 4.633 4.639 -3.468
H 4.832 4.344 -1.983
O -0.501 6.562 3.460
H -0.352 5.764 2.943
H 0.313 7.069 3.385
O -3.168 1.635 -2.594
H -3.605 1.106 -1.920
H -3.337 2.545 -2.321

***

# 4
76
Properties=species:S:1:pos:R:3 method="wB97M-V/def2-TZVPD" spin_multiplicity=1
C -0.831 2.154 -1.519
C -1.171 0.977 -0.404
C -0.364 -0.424 -0.624
C 0.637 -0.435 -1.954
N 0.452 -0.922 0.531
C -0.288 -1.806 1.492
C -1.618 -1.162 2.192
C 0.644 -2.432 2.715
C -0.033 -3.768 3.420
S 1.469 0.267 1.274
O 0.925 0.906 2.576
O 2.867 -0.358 1.661
F 1.878 1.610 0.231
H -0.913 1.781 -2.637
H 0.163 2.746 -1.291
H -1.706 2.957 -1.397
H -1.081 1.459 0.657
H -2.332 0.740 -0.552
H -1.180 -1.265 -0.857
H 1.353 0.488 -2.008
H 1.295 -1.428 -1.943
H -0.022 -0.508 -2.930
H -0.656 -2.757 0.871
H -2.469 -1.051 1.375
H -2.064 -1.898 3.020
H -1.468 -0.122 2.705
H 0.765 -1.618 3.551
H 1.709 -2.670 2.258
H -0.754 -3.382 4.289
H 0.777 -4.473 3.933
H -0.678 -4.398 2.666
O 1.433 4.016 2.903
H 2.380 4.150 3.060
H 1.369 3.086 2.640
O 0.317 5.323 -1.197
H 1.263 5.341 -1.405
H 0.291 5.266 -0.230
O 3.212 3.185 5.098
H 3.440 2.288 5.383
H 2.263 3.255 5.283
O 0.426 -4.936 0.590
H 1.372 -4.803 0.748
H 0.361 -5.867 0.327
O -2.097 -4.866 -1.339
H -1.228 -4.733 -0.930
H -2.613 -5.314 -0.652
O -0.369 -7.772 0.252
H 0.221 -8.464 0.586
H -1.241 -8.195 0.237
O 5.545 -0.702 0.546
H 4.611 -0.733 0.802
H 5.643 0.163 0.121
O 0.853 -1.286 -4.680
H 1.799 -1.153 -4.522
H 0.788 -2.217 -4.943
O 1.584 -6.933 3.814
H 2.452 -6.801 4.223
H 1.068 -7.382 4.501
O 6.583 1.634 -0.768
H 6.675 1.492 -1.722
H 7.440 2.001 -0.503
O -2.970 5.767 -1.093
H -2.024 5.785 -1.301
H -2.996 5.710 -0.126
O -2.569 0.543 -4.147
H -1.699 0.601 -4.570
H -2.580 -0.343 -3.756
O -5.478 5.254 -2.807
H -5.386 5.113 -3.762
H -4.622 5.622 -2.542
O -1.462 8.671 -1.973
H -0.872 7.978 -1.639
H -2.334 8.248 -1.987
O -5.691 0.947 -4.193
H -4.745 0.965 -4.401
H -5.717 0.890 -3.226

***

The records above give, respectively, orbital gap values of 8.577; 9.269; 9.648; 9.067 eV.
The records above give, respectively, molar mass values of 529.40; 356.36; 439.86; 481.53 u.